{
  "formula": "C40H58F18N3O22P",
  "method": "the ωB97M-V functional and the def2-TZVPD basis",
  "species": ["P", "F", "F", "F", "F", "F", "F", "F", "F", "F", "F", "F", "F", "F", "F", "F", "F", "F", "F", "O", "O", "O", "O", "O", "O", "O", "O", "O", "O", "O", "O", "O", "O", "O", "O", "O", "O", "O", "O", "O", "O", "N", "N", "N", "C", "C", "C", "C", "C", "C", "C", "C", "C", "C", "C", "C", "C", "C", "C", "C", "C", "C", "C", "C", "C", "C", "C", "C", "C", "C", "C", "C", "C", "C", "C", "C", "C", "C", "C", "C", "C", "C", "C", "C", "H", "H", "H", "H", "H", "H", "H", "H", "H", "H", "H", "H", "H", "H", "H", "H", "H", "H", "H", "H", "H", "H", "H", "H", "H", "H", "H", "H", "H", "H", "H", "H", "H", "H", "H", "H", "H", "H", "H", "H", "H", "H", "H", "H", "H", "H", "H", "H", "H", "H", "H", "H", "H", "H", "H", "H", "H", "H"],
  "positions_angstrom": [[-1.1510, 1.3351, -2.0826], [-3.6679, -8.9035, 1.2271], [-4.0731, -6.9724, 0.3652], [-14.8549, -1.5304, 5.5171], [-8.8566, 2.0995, 8.2938], [10.8819, 0.8446, -2.8950], [-15.2167, -3.6533, 5.6889], [1.1622, 1.9059, 4.6615], [10.6711, 2.8067, -3.7712], [11.8036, 2.5536, -1.9539], [-1.3408, -5.6861, -7.9240], [0.5219, -4.9551, -8.7382], [-6.7971, 1.9856, 7.6813], [-7.9609, 0.1886, 7.8646], [0.4787, -6.8090, -7.6440], [0.3463, -0.0121, 4.1154], [-13.7574, -2.9136, 4.2844], [0.1535, 0.6915, 6.1356], [-2.9353, -7.1219, 2.1954], [3.4684, 2.3007, -2.7009], [-1.5335, 2.6149, 5.4257], [-1.2105, 0.3588, -3.4165], [6.5675, 3.2918, -2.1536], [-12.1127, -3.3477, 6.4018], [-9.4661, 0.8363, 5.7465], [-0.9655, 2.8327, -2.7765], [-13.6294, -2.3420, 7.7187], [1.4230, 6.4521, -3.5798], [4.2677, -0.2563, -0.7287], [-1.7804, 1.5537, 3.4615], [-1.5320, -6.5994, -0.2767], [0.0684, -2.4524, 0.0638], [13.3272, 0.6932, -4.0730], [13.2266, 2.9053, -4.4512], [-0.0562, 5.1089, -4.5324], [0.5333, -5.3443, -5.3516], [6.4314, 1.4472, -3.4393], [-7.9148, 2.3792, 5.2455], [0.0205, -3.5282, -6.5586], [1.0068, 2.2692, -0.9408], [-1.2056, -8.7921, 0.0843], [1.2898, 0.3242, -2.3998], [2.9797, 1.4878, 0.3286], [2.2179, 4.1672, -2.2054], [-1.8442, -7.7910, 0.2071], [1.2333, 3.0588, 1.7316], [0.2285, -4.8235, -6.3827], [3.1475, 3.1606, -1.6378], [-9.2003, 0.0598, 3.4541], [0.2579, -0.0058, -0.2012], [-0.0262, -5.5814, -7.6926], [8.1589, 1.4537, -1.8227], [-12.7293, -2.4178, 8.8402], [14.4492, 2.8486, -5.2103], [-1.1893, 1.7562, 4.4789], [0.5935, 0.9810, -1.3396], [-8.4329, 1.6222, 6.0096], [-9.9971, 0.9212, 4.4096], [-8.0037, 1.4674, 7.4760], [-14.2658, -2.7312, 5.4987], [-13.1809, -2.8459, 6.5786], [5.6778, 3.1345, -1.0001], [-2.7382, 3.3683, 5.1880], [1.1127, 5.3403, -3.9174], [11.5206, 1.9906, -3.1360], [4.4103, 3.9530, -1.2569], [2.0274, 4.1352, -3.6274], [2.3143, 2.5208, -0.4695], [14.1826, 2.4203, -6.6370], [2.0589, 3.6558, 0.5744], [6.9730, 2.0504, -2.5564], [3.6305, 0.6077, -0.2062], [8.3522, -0.0197, -2.1704], [0.1912, -2.7193, -5.3789], [-3.1516, -7.6989, 1.0066], [0.1316, 1.0715, 4.8542], [1.6487, -2.3791, -5.1610], [-0.5016, -6.9602, -2.4538], [-0.0162, -1.3864, -0.8151], [12.7991, 1.7559, -3.9516], [-0.3006, -6.5207, -1.0188], [1.1603, -2.3124, -0.8495], [-11.7374, -1.2762, 8.8139], [-3.9642, 2.5728, 5.5787], [7.9930, 1.5234, -0.7464], [15.1691, 2.1934, -4.7220], [-3.8871, 2.2362, 6.6131], [-0.2239, 4.1592, -4.5330], [2.2423, -3.2739, -4.9706], [-1.3011, -6.3837, -2.9203], [0.9253, 3.9177, 2.3327], [6.2325, 3.5240, -0.1525], [1.2169, -3.0914, -1.5859], [1.4824, 0.9083, -3.1963], [1.4458, 4.4419, 0.1537], [-8.1749, 0.4184, 3.3649], [-11.0221, 0.5614, 4.4713], [1.8263, 2.4382, 2.3881], [-0.2392, -3.2203, -4.5127], [-12.2277, -3.3842, 8.8632], [9.0279, 2.0363, -2.0713], [1.9682, -1.6866, -0.5072], [2.9172, 4.3135, -4.2366], [-11.1121, -1.2925, 9.7057], [15.1001, 2.4579, -7.2228], [1.7525, -1.7055, -4.3102], [4.6287, 4.5629, -2.1292], [4.1710, 1.6762, -2.4941], [14.8599, 3.8558, -5.1909], [0.0029, -5.4757, -0.9829], [-4.8640, 3.1777, 5.4716], [2.0676, -1.8988, -6.0460], [0.4121, -6.8223, -3.0299], [-0.3828, -1.8105, -5.5452], [-2.7845, 3.6928, 4.1494], [1.0896, -0.2281, 0.4580], [-9.1550, -0.9681, 3.8149], [2.5017, 5.0873, -1.9044], [-2.6591, 4.2616, 5.8040], [-1.6485, 3.4183, -2.4420], [-0.7034, -1.4306, -1.6340], [0.4779, -7.1018, -0.5264], [-4.0699, 1.6841, 4.9563], [-0.7877, -8.0109, -2.5057], [-13.3515, -2.3554, 9.7304], [8.4279, -0.1763, -3.2391], [4.2961, 4.6680, -0.4480], [-10.0340, 1.9588, 4.0808], [13.7893, 1.4046, -6.6743], [-9.6568, 0.0669, 2.4653], [2.0680, -0.2514, -2.1179], [-11.0903, -1.3346, 7.9385], [13.4414, 3.0730, -7.0989], [-12.2583, -0.3192, 8.7661], [5.5164, 2.0630, -0.8875], [9.2434, -0.4428, -1.7247], [1.4764, 3.2653, -3.9666], [2.9854, 3.9876, 1.0289], [-2.0260, 0.6010, -3.8694], [-0.6729, 0.2375, 0.3016], [7.4836, -0.5569, -1.8000], [0.3177, 2.5868, 1.3923]],
  "gap_ev": 9.00,
  "smiles": "CCC(=O)OCC[C@](O)(NCC(=O)O)[C@](CC)(N=C=O)O[C@@](N)(C[C@H]1CO1)P(O)O.CCOC(=O)C(F)(F)F.CCOC(=O)C(F)(F)F.CCOC(=O)C(F)(F)F.CCOC(=O)C(F)(F)F.CCOC(=O)C(F)(F)F.CCOC(=O)C(F)(F)F",
  "charge": 0,
  "fmax_ev_per_a": 3.0
}